Entry from the OMol25 dataset: a molecular structure, C18H18F5NO5SSeSiTi (the ωB97M-V functional and the def2-TZVPD basis).

Its expectation value of S² is 2.02. For the LUMO energy (alpha / beta), the calculation gives 4.583 / 4.584 eV.

```
! RIJCOSX wB97M-V def2-TZVPD def2/J DEFGRID3
* xyz -2 3
Ti -0.606 0.210 0.366
O 2.139 0.836 3.304
C 1.131 0.487 2.682
O 1.009 0.663 1.341
C -0.058 -0.096 3.244
C -0.375 -0.349 4.604
C -1.632 -0.771 4.943
C -2.652 -0.934 3.950
C -2.272 -0.679 2.649
N -1.042 -0.338 2.320
C -3.188 -0.658 1.429
O -4.376 -0.920 1.523
O -2.568 -0.283 0.350
H 0.391 -0.186 5.353
H -1.868 -0.961 5.985
H -3.669 -1.207 4.186
F 5.738 -2.779 0.710
C 4.422 -2.642 0.465
C 3.943 -1.527 -0.191
F 4.805 -0.579 -0.593
C 2.588 -1.397 -0.444
F 2.205 -0.308 -1.113
C 1.651 -2.348 -0.052
S -0.063 -2.194 -0.327
C 2.177 -3.467 0.604
F 1.369 -4.452 1.021
C 3.525 -3.624 0.859
F 3.980 -4.723 1.492
C -0.422 4.387 0.534
C -0.653 3.332 1.595
O -1.480 2.251 1.148
H 0.217 5.173 0.944
H -1.362 4.850 0.218
H 0.058 3.956 -0.343
H -1.120 3.769 2.485
H 0.292 2.885 1.901
H -2.042 2.512 0.405
C -2.321 -0.550 -4.024
Si -0.716 0.412 -3.792
C -0.542 1.553 -5.292
C 0.690 -0.827 -3.880
Se -0.758 1.632 -1.936
H -2.375 -1.016 -5.014
H -3.183 0.108 -3.895
H -2.392 -1.332 -3.264
H -0.588 0.985 -6.227
H 0.412 2.084 -5.252
H -1.340 2.300 -5.298
H 0.653 -1.373 -4.830
H 0.612 -1.536 -3.052
H 1.659 -0.329 -3.792
*
```

Results of the Mulliken charge analysis, in e, for atoms 1 through 2: Ti 0.8229; O -0.8572